No. 1
Molecular formula: C18H22N3RuS2
Method: DFT, ωB97M-V/def2-TZVPD

```
46
Properties=species:S:1:pos:R:3:forces:R:3:mulliken_spin:R:1
Ru 0.483 0.546 0.466 0.5 -0.2 0.5 0.70
C 2.447 2.103 4.290 0.0 0.0 0.0 0.00
C 1.845 0.822 3.710 0.0 0.0 0.0 0.01
C 2.393 -0.408 4.436 0.0 0.0 0.0 0.00
C 2.068 0.730 2.204 -0.1 0.1 0.1 0.00
C 2.232 -0.507 1.537 0.0 0.0 -0.1 -0.04
C 2.409 -0.586 0.142 0.0 -0.1 0.0 0.03
C 2.565 0.580 -0.654 0.0 0.0 -0.1 -0.01
C 2.857 0.470 -2.118 0.0 0.0 0.0 0.00
C 2.387 1.807 -0.006 0.0 0.0 -0.1 0.02
C 2.104 1.869 1.383 0.0 0.2 0.0 -0.03
H 2.332 2.097 5.372 0.0 0.0 0.0 0.00
H 1.959 3.009 3.930 0.0 0.0 0.0 0.00
H 3.514 2.173 4.070 0.0 0.0 0.0 0.00
H 0.762 0.850 3.869 0.0 0.0 0.0 -0.01
H 3.457 -0.546 4.232 0.0 0.0 0.0 0.00
H 1.863 -1.325 4.177 0.0 0.0 0.0 0.00
H 2.279 -0.272 5.509 0.0 0.0 0.0 0.00
H 2.159 -1.430 2.093 0.0 0.0 0.0 0.01
H 2.484 -1.561 -0.323 0.0 0.0 0.0 0.01
H 1.997 0.070 -2.658 0.0 0.0 0.0 0.00
H 3.687 -0.219 -2.278 0.0 0.0 0.0 0.00
H 3.118 1.436 -2.543 0.0 0.0 0.0 0.00
H 2.439 2.726 -0.576 0.0 0.0 0.0 0.00
H 1.955 2.844 1.826 0.0 0.0 0.0 0.00
C -1.379 -4.243 1.363 0.0 0.0 0.0 0.00
S -1.382 -3.705 -0.360 0.0 0.0 0.0 0.01
C -0.908 -2.056 -0.277 -0.1 0.0 0.0 0.00
S -0.646 -1.226 1.292 -0.1 -0.2 -0.1 0.22
N -0.786 -1.400 -1.388 0.0 0.0 0.2 0.03
N -0.613 -0.061 -1.103 -0.1 0.1 -0.2 -0.03
C -1.325 0.801 -1.727 0.0 0.1 0.0 0.01
C -1.381 2.115 -1.096 0.0 -0.1 0.0 0.02
C -2.110 3.182 -1.575 0.0 0.0 0.0 0.00
C -2.229 4.318 -0.781 0.0 0.0 0.0 0.02
C -1.636 4.335 0.470 0.0 0.0 0.0 -0.01
C -0.907 3.233 0.886 0.0 0.0 0.0 0.03
N -0.766 2.149 0.117 -0.2 0.1 -0.2 -0.01
H -1.674 -5.290 1.311 0.0 0.0 0.0 0.00
H -2.117 -3.704 1.951 0.0 0.0 0.0 0.00
H -0.388 -4.176 1.803 0.0 0.0 0.0 0.00
H -1.961 0.511 -2.556 0.0 0.0 0.0 0.00
H -2.592 3.119 -2.541 0.0 0.0 0.0 0.00
H -2.794 5.171 -1.133 0.0 0.0 0.0 0.00
H -1.730 5.189 1.125 0.0 0.0 0.0 0.00
H -0.435 3.201 1.858 0.0 0.0 0.0 0.00
```
Positions in Å, forces in eV/Å.

Summary:
* <S²>: 0.76
* multiplicity: 2
* LUMO level (alpha / beta): -0.269 / -0.327 hartree
* total charge: +2
* energy above the lowest of the compared OMol25 structures with the same formula, charge and spin: 0.0 kcal/mol

No. 2
Molecular formula: C2H2N2O2
Method: DFT, ωB97M-V/def2-TZVPD

```
8
Properties=species:S:1:pos:R:3:forces:R:3:nbo_charge:R:1
C -0.316 -0.486 0.572 1.0 1.8 -1.1 -0.14
C 0.642 0.493 0.341 -1.5 -2.4 1.0 0.12
N 0.705 -0.181 2.410 0.8 -0.1 1.3 0.11
N -0.227 -0.809 1.863 0.1 -0.3 0.9 -0.07
O -1.552 -1.969 2.809 0.7 0.6 -0.5 -0.25
O 1.309 0.618 1.463 -0.2 0.2 1.2 -0.25
H -1.040 -0.957 -0.003 -1.0 -0.4 -1.2 0.24
H 0.986 1.139 -0.391 0.2 0.7 -1.7 0.23
```
Positions in Å, forces in eV/Å.

Summary:
* multiplicity: 1
* LUMO level (alpha / beta): -0.027 / -0.030 hartree
* energy above the lowest of the compared OMol25 structures with the same formula, charge and spin: 177.3 kcal/mol

No. 3
Molecular formula: C17H21N3O10S2TcTe
Method: DFT, ωB97M-V/def2-TZVPD

```
55
Properties=species:S:1:pos:R:3:forces:R:3:mulliken_spin:R:1
Tc -0.411 0.913 -0.169 -1.2 0.0 0.1 1.04
C -3.999 -0.201 1.645 -0.1 0.1 0.0 0.00
O -3.001 -1.155 2.047 0.1 0.0 0.0 0.00
C -1.967 -1.327 1.214 0.1 0.0 0.2 0.00
O -1.936 -0.899 0.057 0.6 0.0 0.1 0.00
N -1.045 -2.138 1.765 -0.3 0.1 -0.2 0.00
N 0.117 -2.537 1.072 0.1 -0.1 0.1 0.00
H -4.939 -0.581 2.044 0.0 0.0 0.0 0.00
H -4.036 -0.135 0.560 0.0 0.0 0.0 0.00
H -3.752 0.772 2.069 -0.1 -0.1 0.0 0.00
H -0.996 -2.196 2.767 -0.1 -0.1 -0.1 0.00
H 0.897 -1.999 1.454 -0.1 0.0 -0.1 0.00
H 0.009 -2.183 0.125 0.0 -0.1 -0.1 0.00
O 2.463 3.019 -0.603 0.0 0.0 0.0 0.00
S 1.221 3.486 -0.013 0.2 0.0 0.1 -0.01
O 1.133 4.916 0.179 -0.1 0.0 -0.2 0.00
O 0.031 2.916 -0.719 0.3 -0.3 0.1 0.00
C 1.177 2.703 1.598 0.1 0.2 0.1 0.02
C 2.378 3.068 2.356 0.1 0.0 0.1 0.00
C 2.441 3.057 3.694 0.1 0.0 -0.1 0.00
C 1.251 2.850 4.481 -0.2 -0.1 0.1 0.00
C 0.063 2.637 3.898 0.1 0.0 0.1 0.00
C -0.110 2.437 2.452 -0.1 -0.1 -0.1 -0.02
S -1.811 2.783 1.952 0.1 0.1 0.0 0.00
O -1.960 4.182 1.636 0.0 0.0 0.0 0.00
O -2.631 2.326 3.073 0.0 0.0 0.0 0.00
O -2.037 1.885 0.778 -0.1 0.2 -0.1 0.00
H 3.235 3.349 1.761 0.1 0.0 0.0 0.00
H 3.370 3.299 4.195 0.0 0.0 0.0 0.00
H 1.311 2.950 5.560 0.0 0.0 0.0 0.00
H -0.844 2.602 4.485 0.0 0.0 0.0 0.00
O 1.796 -1.406 -2.616 -0.3 0.3 0.1 0.04
N 0.936 -0.637 -2.193 0.1 0.0 0.2 0.01
O 1.058 -0.338 -0.945 0.4 -0.3 -0.5 -0.02
C 4.909 -4.216 0.149 -0.1 0.0 -0.1 0.00
Te 3.571 -2.791 -0.781 0.0 0.0 0.0 0.00
C 3.997 -3.590 -2.714 0.0 0.0 0.0 0.00
H 5.884 -4.199 -0.332 0.1 0.0 0.0 0.00
H 4.498 -5.222 0.108 0.0 -0.1 0.0 0.00
H 5.029 -3.931 1.191 0.0 0.0 0.1 0.00
H 3.639 -4.613 -2.793 0.0 0.0 0.0 0.00
H 5.069 -3.556 -2.895 0.0 0.0 0.0 0.00
H 3.479 -2.965 -3.433 -0.1 0.1 0.0 0.00
C 0.573 1.333 1.668 -0.1 0.1 -0.3 -0.08
C 1.279 0.255 2.381 0.0 -0.1 0.0 0.00
C 2.513 -0.209 1.907 -0.1 0.1 0.1 0.00
C 3.138 -1.295 2.498 0.0 0.0 0.0 0.00
C 2.549 -1.951 3.575 0.0 0.0 0.0 0.00
C 1.328 -1.497 4.059 0.1 0.0 0.0 0.00
C 0.703 -0.406 3.473 0.1 0.2 -0.1 0.00
H 2.955 0.280 1.048 0.0 0.0 0.0 0.00
H 4.086 -1.643 2.103 0.0 0.0 0.0 0.00
H 3.036 -2.804 4.030 0.0 0.0 0.0 0.00
H 0.859 -1.998 4.900 0.0 0.0 0.0 0.00
H -0.250 -0.052 3.849 0.0 0.0 0.0 0.00
```
Positions in Å, forces in eV/Å.

Summary:
* <S²>: 0.76
* multiplicity: 2
* LUMO level (alpha / beta): 0.139 / 0.139 hartree
* total charge: -2
* energy above the lowest of the compared OMol25 structures with the same formula, charge and spin: 0.0 kcal/mol

No. 4
Molecular formula: C22H15AsLaO4
Method: DFT, ωB97M-V/def2-TZVPD

```
43
Properties=species:S:1:pos:R:3:forces:R:3:nbo_charge:R:1
O 1.900 3.752 -4.471 -2.9 -3.1 2.4 -0.20
C 1.234 3.023 -3.879 4.5 5.4 -4.2 0.38
La 0.013 1.409 -2.478 1.9 -3.9 2.4 1.86
O -1.631 0.172 -6.480 2.0 1.5 3.1 -0.32
C -1.076 0.590 -5.569 -1.7 -1.4 -2.8 0.47
C -1.638 3.265 -2.957 -4.7 5.7 -2.2 0.41
O -2.381 4.061 -3.354 3.5 -3.8 1.9 -0.23
C -2.322 0.771 -2.979 -6.6 -2.2 -2.2 0.38
O -3.366 0.475 -3.388 4.6 1.3 2.1 -0.27
C -2.151 -3.536 2.875 0.2 0.1 -0.3 -0.14
C -2.917 -2.388 2.667 0.1 0.2 -0.1 -0.17
C -2.472 -1.398 1.787 0.3 -0.1 -0.1 -0.22
C -1.239 -1.560 1.131 -0.7 -0.6 0.0 -0.34
C -0.479 -2.724 1.311 -0.2 0.2 0.0 -0.17
C -0.943 -3.708 2.190 0.0 0.1 0.0 -0.20
As -0.711 -0.108 -0.045 1.1 -0.5 1.9 0.77
C -0.213 1.263 1.319 -0.4 0.1 -0.9 -0.35
C -0.676 2.583 1.134 0.6 -0.3 0.0 -0.26
C -0.337 3.558 2.077 0.1 0.1 0.0 -0.18
C 0.439 3.211 3.196 -0.4 0.1 -0.5 -0.15
C 0.870 1.898 3.382 -0.2 -0.3 -0.4 -0.17
C 0.530 0.910 2.446 0.2 0.2 0.1 -0.17
C 1.117 -0.747 -0.705 -0.9 1.1 -0.4 -0.32
C 2.313 -0.167 -0.246 0.3 0.0 -0.3 -0.29
C 3.540 -0.656 -0.740 -0.2 0.1 0.1 -0.16
C 3.547 -1.677 -1.699 0.3 0.3 0.2 -0.15
C 2.354 -2.191 -2.206 -0.3 0.0 -0.1 -0.15
C 1.126 -1.721 -1.730 0.3 0.5 0.1 -0.34
H -2.503 -4.306 3.558 0.1 0.1 -0.1 0.26
H -3.867 -2.257 3.183 0.2 0.0 -0.1 0.25
H -3.063 -0.500 1.616 0.0 -0.2 0.1 0.22
H 0.461 -2.855 0.782 -0.1 -0.1 0.1 0.21
H -0.357 -4.618 2.336 -0.2 0.3 0.0 0.25
H -1.290 2.840 0.255 0.0 0.0 0.4 0.19
H -0.679 4.587 1.932 0.1 -0.4 0.2 0.25
H 0.693 3.979 3.922 0.0 -0.1 -0.1 0.26
H 1.476 1.630 4.245 -0.2 0.1 -0.1 0.26
H 0.860 -0.121 2.585 -0.1 0.3 0.0 0.24
H 2.299 0.636 0.501 0.0 -0.4 -0.2 0.26
H 4.481 -0.232 -0.363 -0.5 -0.3 -0.2 0.27
H 4.501 -2.062 -2.056 -0.2 0.1 0.0 0.27
H 2.369 -2.964 -2.972 0.1 0.1 0.2 0.26
H 0.189 -2.118 -2.111 0.0 -0.2 0.1 0.24
```
Positions in Å, forces in eV/Å.

Summary:
* multiplicity: 1
* LUMO level: -0.476 hartree
* total charge: +3

E? In order: -47730.9410; -9174.0968; -74074.4834; -92914.0463 eV.